[1]
Molecular formula: C8H24Ba2NO7
Method: DFT, ωB97M-V with the def2-TZVPD basis set

```
! RIJCOSX wB97M-V def2-TZVPD def2/J DEFGRID3
* xyz 3 1
H -0.89 7.41 -5.09
H 2.29 6.15 5.03
H -6.33 -3.45 3.34
H -1.52 4.56 -5.38
H 3.40 -6.36 2.80
H 4.55 -5.58 1.82
H -3.04 -4.07 2.09
O -3.73 -4.56 1.63
C -4.92 -3.79 1.75
C 2.07 6.61 4.07
C 3.47 -7.25 0.74
H 1.15 7.14 4.31
O 0.49 -1.96 -1.89
C -1.55 6.63 -5.47
C 1.94 5.55 2.98
H -2.33 6.79 -4.73
H -5.68 -4.23 1.10
H 2.84 7.35 3.85
H -1.89 6.89 -6.48
C 3.56 -6.03 1.78
H 1.27 5.84 2.17
H -5.59 -4.97 3.43
Ba 4.29 1.24 -6.50
O 1.26 4.44 3.53
H -4.65 -2.77 1.49
C -0.82 5.38 -5.22
C -5.36 -3.94 3.20
H 2.88 5.12 2.64
H -0.42 5.47 -4.21
H 3.71 -6.99 -0.29
H 1.25 3.76 2.84
N 0.71 -0.87 -1.42
Ba -1.10 -7.05 -3.47
H 4.16 -8.04 1.03
O 2.18 -7.78 0.66
O 0.32 5.29 -6.09
H 2.72 -5.35 1.61
O 1.26 0.02 -2.10
H -4.70 -3.66 4.02
O 0.49 -0.63 -0.27
H 2.02 -8.25 1.48
H 0.25 5.96 -6.77
*
```

The energy relative to the best compared isomer or geometry (same formula, charge and spin) is 864.2 kJ/mol. Its frontier orbital gap is 2.2 eV. As for the strongest force on any atom: 3.7 eV Å⁻¹.

[2]
Molecular formula: C4H9NO2
Method: DFT, ωB97M-V with the def2-TZVPD basis set

```
! RIJCOSX wB97M-V def2-TZVPD def2/J DEFGRID3
* xyz 0 1
C -0.97 0.36 -0.08
O 0.72 -0.31 -1.67
H 0.48 1.63 -1.20
H 1.59 1.64 1.36
H -0.58 -1.84 -1.35
H 3.23 1.06 1.76
H -2.19 -2.50 -1.33
C -2.02 -0.69 -0.46
N -1.52 -1.84 -0.98
H 2.27 0.20 0.53
O -3.20 -0.50 -0.23
C 0.16 0.58 -1.06
H 1.80 0.11 2.25
H -1.50 1.30 0.11
C 2.22 0.75 1.47
H -0.51 0.05 0.86
*
```

The energy relative to the best compared isomer or geometry (same formula, charge and spin) is 84.3 kJ/mol. Its frontier orbital gap is 10.5 eV. As for the strongest force on any atom: 0.6 eV Å⁻¹.

[3]
Molecular formula: C48H82FN4O10
Method: DFT, ωB97M-V with the def2-TZVPD basis set

```
! RIJCOSX wB97M-V def2-TZVPD def2/J DEFGRID3
* xyz 1 1
C 7.02 4.89 -0.14
H -5.14 2.21 -1.07
H 5.60 4.52 -1.76
H 3.75 1.27 0.91
O 4.90 3.83 0.07
O 5.31 -4.06 -1.10
H -6.06 -2.12 6.44
C -8.06 -1.34 6.86
C 4.34 -4.60 -0.20
H 2.22 4.32 -9.15
H 5.81 -5.27 -2.68
H -8.53 1.26 0.39
F -1.23 0.00 0.16
H 0.78 3.27 2.89
H 3.79 -2.08 4.96
C -6.94 -1.75 5.92
H 1.06 -1.38 -5.29
C -2.75 -1.35 2.16
C 2.32 3.45 -8.49
C -3.16 -0.22 2.96
O 2.11 1.52 3.10
H 2.18 4.84 -5.66
C -4.56 -0.65 9.73
C -7.59 0.43 5.36
H 3.86 -0.93 -5.94
H 6.77 5.95 -0.24
O 1.21 3.21 2.01
O -6.59 -0.58 5.16
C -1.25 -1.67 1.97
H -5.04 0.86 0.09
H -3.30 -3.02 0.92
C 1.90 -0.56 -0.19
C 0.68 3.77 -6.83
H -5.05 0.31 9.95
H 3.00 2.76 0.25
H -7.27 -2.52 5.21
H -7.16 1.21 5.99
H -0.03 0.50 -1.88
N -5.06 -2.13 1.59
H -8.51 2.92 -0.25
H -2.66 0.23 10.36
C 1.79 1.01 -0.22
H -0.05 3.32 -6.15
C 4.34 -6.10 -0.41
H 1.84 -0.99 -1.22
H 3.71 -0.15 2.28
O -6.67 2.12 0.30
C 4.32 -1.03 2.60
C -4.58 -0.13 3.05
H 0.77 1.42 -0.05
C 5.33 4.25 1.38
H 1.70 0.24 -4.97
C -0.58 -0.91 0.92
H -4.88 -1.37 10.49
H -7.64 -0.92 7.77
H -1.20 -0.62 -5.35
H -8.65 0.80 -1.98
C -5.39 -1.09 2.38
C 4.45 -0.27 -9.13
C -7.98 1.96 -0.25
C -3.71 -2.18 1.54
N 0.49 -2.89 2.66
C -6.52 0.59 -1.50
N 2.66 -2.63 1.78
H 4.81 5.18 1.62
C -7.80 1.39 -1.65
C -2.86 -0.12 8.20
C 3.23 -1.17 -9.03
C 3.73 -0.40 -6.88
C 6.10 -5.14 -1.64
H 6.41 -6.40 0.08
H 8.03 4.74 -0.51
H -6.75 -0.38 -1.03
H 0.87 -3.61 3.27
H 3.35 0.61 -6.66
O 3.00 3.88 -7.30
H 0.30 4.75 -7.14
C 3.10 -2.63 4.29
H -3.06 0.95 8.07
C 5.98 4.04 -0.86
C 0.87 -0.45 -4.77
H 2.92 2.70 -9.00
H -6.00 0.40 -2.44
C 3.29 -2.17 2.83
H 4.99 -1.32 1.76
H -7.64 2.20 -2.36
H 5.92 -7.30 -1.36
C -0.32 -0.02 -2.80
C 2.77 1.76 0.75
C 6.83 4.46 1.30
H 2.08 1.33 -1.26
O -5.01 -1.08 8.44
N -0.79 -2.60 2.77
H -5.05 0.68 3.63
C -8.76 -0.26 6.06
H 5.64 0.51 -7.45
H 0.21 3.00 -8.84
H -7.88 0.86 4.40
C -0.46 0.17 -5.15
C 5.78 -6.37 -0.81
C 1.28 -2.26 1.77
H 7.35 3.52 1.48
C -3.93 -0.94 7.51
H 6.39 3.07 -1.13
H -6.48 -0.97 2.53
C -3.06 -0.50 9.65
C -5.72 1.45 -0.53
H 2.29 3.07 -5.55
C -0.84 0.91 -3.88
C 5.00 -0.34 -7.71
H 7.16 -4.87 -1.60
H 7.19 5.19 2.03
H -0.31 1.87 -3.84
O 0.82 -0.69 -3.35
C 2.02 2.11 2.05
H 1.05 1.87 -7.77
H -1.85 -0.32 7.83
H -9.35 0.43 6.67
H 3.27 -3.72 4.42
H 4.64 -4.33 0.82
H -1.06 -0.78 -2.54
H -3.56 -1.94 7.26
H -4.29 -0.47 6.59
H 2.93 -0.79 0.16
H 3.49 -2.22 -9.21
H 5.05 3.49 2.11
H 3.37 -4.15 -0.41
H 4.02 -6.65 0.48
H 2.43 -0.89 -9.72
O 2.75 -1.07 -7.68
H -0.40 0.80 -6.03
C 0.91 -1.25 0.81
H -8.70 -2.17 7.13
H 5.58 -1.26 -7.58
H 5.15 -0.60 -9.89
H 4.14 0.75 -9.36
C 2.06 3.91 -6.22
H -2.57 -1.46 9.85
C 0.96 2.92 -8.06
H 4.85 -0.74 3.53
H -2.43 0.45 3.44
H -9.42 -0.71 5.32
H 2.07 -2.37 4.67
H -1.91 1.11 -3.79
H 3.67 -6.37 -1.23
*
```

Its frontier orbital gap is 6.8 eV. As for the strongest force on any atom: 4.8 eV Å⁻¹.

[4]
Molecular formula: C5H12O
Method: DFT, ωB97M-V with the def2-TZVPD basis set

```
! RIJCOSX wB97M-V def2-TZVPD def2/J DEFGRID3
* xyz 0 1
H 1.36 0.01 2.27
C 0.12 1.32 0.61
H -2.26 0.11 -3.24
H -0.39 -0.12 2.10
H -0.28 2.45 0.57
C 0.43 0.64 1.98
H 2.53 -3.27 2.16
C -0.70 0.36 -0.22
C -1.09 0.73 -1.53
C -1.31 -0.20 -2.66
H 2.07 -2.61 0.85
H -1.33 -1.25 -2.42
H 1.06 1.65 -0.05
O 2.54 -2.45 1.64
H -1.12 -0.62 0.21
H -0.61 -0.04 -3.54
H 0.40 1.43 2.85
H -1.41 1.86 -1.58
*
```

The energy relative to the best compared isomer or geometry (same formula, charge and spin) is 315.6 kJ/mol. Its frontier orbital gap is 8.9 eV. As for the strongest force on any atom: 3.8 eV Å⁻¹.

[5]
Molecular formula: C5H9O
Method: DFT, ωB97M-V with the def2-TZVPD basis set

```
! RIJCOSX wB97M-V def2-TZVPD def2/J DEFGRID3
* xyz 1 1
C 2.13 -0.18 1.14
H 0.95 -1.27 -2.15
C -0.19 1.35 -1.12
H -0.02 -1.78 0.54
C -0.55 -0.84 0.43
O 1.50 0.34 0.12
H 3.21 0.01 1.31
C 0.20 0.11 -0.35
H -2.21 0.30 0.68
H -0.77 1.19 -2.03
H 0.76 1.91 -1.13
H -2.22 -1.28 1.61
C -1.70 -0.66 0.88
H 1.70 -0.74 1.88
H -0.91 1.91 -0.51
*
```

The energy relative to the best compared isomer or geometry (same formula, charge and spin) is 530.5 kJ/mol. Its frontier orbital gap (spin up / spin down) is 7.4 / 8.9 eV. As for the strongest force on any atom: 6.7 eV Å⁻¹.

[6]
Molecular formula: C18H36N2O3
Method: DFT, ωB97M-V with the def2-TZVPD basis set

```
! RIJCOSX wB97M-V def2-TZVPD def2/J DEFGRID3
* xyz 0 1
H 2.61 -0.10 -2.65
H -7.67 -0.86 2.24
H 4.17 -0.66 -0.11
H -2.32 -0.07 2.00
C 4.00 -0.83 -1.18
C 3.57 -2.27 -1.40
N -5.09 -0.61 0.42
H 3.57 1.98 -2.73
H 1.58 2.44 -1.22
H -3.57 2.14 0.63
C -3.69 1.32 1.33
H 4.01 -3.50 0.99
H 1.70 1.94 2.43
H 0.23 3.65 1.72
H -7.62 0.12 0.76
C 2.74 2.45 0.62
H -5.74 1.41 0.70
H -3.33 0.52 -1.35
H -6.24 -0.44 -1.35
H 0.12 3.01 0.07
H 4.51 1.66 -1.28
C 1.50 1.93 1.35
H 2.66 -2.46 -0.82
H -5.47 0.44 2.14
C -1.38 1.07 0.66
H 4.24 -4.29 -1.44
H 3.07 3.39 1.07
H 2.10 0.13 -1.00
O -5.92 -2.65 1.07
O -0.93 2.01 1.53
H 3.28 -2.38 -2.46
O -0.85 0.84 -0.39
C 5.91 -2.47 1.00
H -8.24 -1.55 0.72
H 2.86 3.64 -1.20
C -4.36 0.57 -1.68
H 4.96 -0.65 -1.68
C 4.61 -3.34 -1.07
H 6.47 -2.89 1.85
H 3.55 1.73 0.81
H 5.53 -3.13 -1.62
C 4.94 -3.50 0.42
H 5.40 -1.58 1.37
C -7.50 -0.89 1.16
H -4.77 1.56 -1.47
H 5.37 -4.50 0.56
C 3.49 1.64 -1.69
H -4.36 0.43 -2.76
N -2.54 0.42 1.15
H -3.68 1.77 2.33
C -5.18 -0.54 -1.05
H 1.32 0.89 1.07
H 6.64 -2.15 0.25
C -5.07 0.65 1.15
C 2.97 0.19 -1.66
C 0.24 2.74 1.11
C -6.12 -1.48 0.90
H -4.83 -1.50 -1.44
C 2.61 2.61 -0.91
*
```

The energy relative to the best compared isomer or geometry (same formula, charge and spin) is 0.0 kJ/mol. Its frontier orbital gap is 9.7 eV. As for the strongest force on any atom: 0.4 eV Å⁻¹.

[7]
Molecular formula: C12H14F9N2O2S
Method: DFT, ωB97M-V with the def2-TZVPD basis set

```
! RIJCOSX wB97M-V def2-TZVPD def2/J DEFGRID3
* xyz 1 1
O -1.39 5.02 -3.28
C 0.45 -1.92 -0.15
H 0.40 -1.02 1.81
H -3.58 5.24 -1.75
F 3.91 -3.76 3.66
C -1.80 2.62 -0.32
C -1.78 1.13 -0.64
C -0.67 -0.99 -0.52
C -1.51 5.45 -2.00
H -2.74 5.26 -0.21
N -2.70 -0.64 -1.59
F 1.44 -2.58 3.37
F 3.87 -1.81 2.42
H 0.14 0.79 0.35
H -2.14 2.75 0.71
H -3.47 -1.02 -2.14
F 2.54 -3.93 0.26
C -0.68 0.35 -0.20
H 0.10 -2.95 -0.28
F 0.23 -3.66 1.96
O -0.76 6.25 -1.49
C 2.53 -3.80 1.59
F 4.73 -4.81 1.83
H -2.43 3.03 -2.34
H -0.80 3.04 -0.47
H 1.23 -1.78 -0.91
F 4.68 -2.93 0.69
F 5.72 -3.01 2.67
C -1.76 -1.48 -1.25
H -1.01 5.75 -3.79
C -2.74 3.33 -1.33
C 1.10 -1.64 1.23
C -2.68 4.87 -1.23
C 1.36 -2.89 2.07
H -3.78 3.01 -1.22
S 4.26 -3.34 2.19
F 2.28 -5.03 2.06
H -1.78 -2.53 -1.51
H 1.98 -1.02 1.08
N -2.79 0.64 -1.31
*
```

Its frontier orbital gap is 7.7 eV. As for the strongest force on any atom: 2.1 eV Å⁻¹.

[8]
Molecular formula: C42H46MoN5O3SSbSe
Method: DFT, ωB97M-V with the def2-TZVPD basis set

```
! RIJCOSX wB97M-V def2-TZVPD def2/J DEFGRID3
* xyz 2 1
C 0.68 2.59 7.03
H -3.80 -3.06 3.85
H 2.62 4.45 4.96
H 0.30 2.58 8.04
H 1.72 4.45 7.27
H -4.70 0.10 -1.09
C -3.41 -2.06 4.03
H -4.41 1.00 5.06
Mo 0.08 -0.03 -0.76
H -3.37 -0.09 -2.23
H -1.03 2.34 2.59
H -1.89 5.92 2.88
C -3.74 0.52 -1.41
C -0.56 -0.52 -3.80
C 1.98 3.64 5.30
H -1.42 -2.59 3.46
O 2.69 -0.97 1.06
H 0.41 6.11 1.45
H -3.65 2.53 1.30
H -0.23 0.72 6.53
H 4.84 -2.15 5.38
H -2.24 4.32 3.55
C -2.40 0.48 4.51
H 6.92 -5.59 0.83
C 4.44 -2.46 1.36
C 0.57 -2.63 -0.46
N -2.89 -0.68 -5.28
H -3.24 0.27 0.73
H -2.84 3.40 -2.78
H -2.84 3.82 0.40
N -2.19 1.89 -0.06
H 1.35 -4.28 6.66
C -1.93 0.19 -5.60
Se 1.08 -0.40 -2.81
H 0.78 -2.88 0.57
C 1.58 -1.53 4.69
C -1.54 -1.45 -3.46
C -2.69 2.38 -2.43
C 1.47 3.64 6.59
C -1.45 5.01 3.28
O 1.73 -2.44 -2.55
C -1.60 2.35 -1.32
H -0.74 1.69 -1.62
H -3.47 -2.21 -4.03
S 1.78 0.22 0.40
C -0.74 0.30 -4.90
C -3.75 0.22 4.71
C 0.37 1.54 6.17
C 4.09 -3.45 -1.24
H -0.86 5.25 4.17
C -0.44 3.07 2.07
C 1.83 -2.51 -1.30
C 0.85 1.55 4.86
C 1.81 -3.47 6.10
H -1.41 -2.14 -2.64
C -4.38 2.74 -0.78
C 3.19 -3.33 6.08
C 2.96 -1.39 4.67
H -2.02 1.47 4.72
C -1.54 -0.52 4.07
H -0.31 -1.92 -0.46
C -2.76 0.56 -0.21
N -0.60 4.39 2.27
C -2.68 -1.49 -4.25
H 3.43 -0.57 4.14
C -4.26 -1.06 4.47
N -3.94 1.88 -1.88
H -5.30 -1.27 4.65
C 1.00 -2.58 5.40
H -1.13 3.32 -1.16
C 5.18 -3.84 -0.52
H 0.09 -3.49 -0.95
H -5.30 2.33 -0.37
C 7.36 -4.63 1.10
C 3.36 -2.09 0.62
H -2.41 1.77 -3.29
H 5.90 -4.52 -0.97
C 0.97 4.05 0.80
H 7.87 -4.19 0.25
C 3.77 -2.28 5.38
H 1.78 4.15 0.09
N 0.51 2.81 1.19
O 6.34 -3.74 1.59
C 5.34 -3.39 0.81
H 4.65 -2.01 2.32
H 8.05 -4.76 1.92
C 1.67 2.60 4.43
H -1.94 -0.22 -0.29
Sb 0.48 -0.10 3.55
C -3.27 2.81 0.32
C 3.08 -2.63 -0.66
C 0.31 5.03 1.47
H 3.92 -3.84 -2.24
C -2.06 -1.79 3.82
H -4.60 3.73 -1.17
H -0.07 -2.68 5.45
H 3.81 -4.02 6.63
H 2.06 2.61 3.42
H 0.03 1.00 -5.22
H -2.13 0.82 -6.46
*
```

The energy relative to the best compared isomer or geometry (same formula, charge and spin) is 686.5 kJ/mol. Its frontier orbital gap (spin up / spin down) is 4.7 / 4.7 eV. As for the strongest force on any atom: 1.2 eV Å⁻¹.